Computed, not measured: 17 unconnected molecules or ions with the total composition CH35O17 in a non-equilibrium geometry, with ωB97M-V/def2-TZVPD.

Structure (XYZ):
```
53
Properties=species:S:1:pos:R:3:lowdin_charge:R:1
C 0.315 0.077 0.129 -0.196
O 1.680 -0.270 -0.020 -0.423
H -0.347 -0.758 0.187 0.051
H 0.049 0.492 -0.783 0.045
H 0.213 0.735 0.978 0.072
O -0.855 -3.207 1.061 -0.029
H -0.925 -3.944 1.694 0.097
H 0.070 -3.042 0.918 0.029
O 2.368 1.915 -1.271 -0.042
H 2.572 2.404 -0.482 0.063
H 2.052 1.076 -0.913 0.000
O 1.002 2.454 -3.457 -0.109
H 1.571 2.384 -2.693 -0.052
H 0.543 1.581 -3.468 -0.013
O -2.155 0.605 -2.148 -0.047
H -2.713 -0.151 -1.883 0.043
H -2.219 1.226 -1.433 0.001
O 0.066 -0.078 -3.398 -0.051
H -0.761 -0.049 -2.871 0.011
H -0.197 -0.561 -4.163 0.051
O 1.796 -2.372 1.781 -0.010
H 1.529 -1.618 1.243 -0.005
H 1.342 -2.278 2.567 -0.012
O -1.060 -1.502 2.915 -0.062
H -1.897 -1.566 3.364 0.053
H -0.979 -2.175 2.218 -0.042
O -2.983 -1.005 0.820 -0.043
H -2.866 -1.946 1.058 0.036
H -2.215 -0.741 0.347 -0.027
O 3.853 -1.738 -0.173 -0.063
H 3.103 -1.141 -0.090 -0.033
H 3.782 -2.161 -1.012 0.000
O -2.085 2.228 0.187 -0.040
H -1.354 2.719 -0.181 -0.020
H -1.681 1.621 0.759 -0.050
O 1.043 -2.192 -1.764 -0.047
H 0.888 -1.952 -2.664 0.004
H 1.088 -1.319 -1.363 -0.014
O -0.018 3.470 -0.967 -0.044
H 0.600 2.716 -0.964 0.018
H 0.410 4.244 -0.606 0.059
O -1.540 1.092 2.625 -0.073
H -1.194 0.197 2.559 -0.009
H -2.479 1.050 2.861 0.079
O 2.641 0.699 2.104 -0.090
H 2.214 0.474 1.258 -0.057
H 2.018 0.427 2.822 0.042
O 0.301 3.184 2.324 -0.045
H -0.321 2.498 2.562 -0.023
H -0.240 3.921 2.119 0.008
O -2.098 -2.250 -1.817 -0.084
H -1.221 -2.657 -1.593 0.037
H -2.705 -2.814 -1.282 0.054
```

## Properties
calculated total energy = -36415.064 eV
charge = -1
ΔE to the lowest compared entry with this formula, charge and spin = 33.4 kJ/mol
LUMO = 1.900 eV
2S+1 = 1
HOMO level = -6.141 eV
orbital gap = 8.041 eV

Computed, not measured: a molecular structure, C2HCl4NO4S2 in a non-equilibrium geometry, with ωB97M-V/def2-TZVPD.

Structure (XYZ):
```
14
Properties=species:S:1:pos:R:3:lowdin_charge:R:1
C -0.705 -2.595 -0.205 -1.188
C 2.519 2.843 -1.207 -0.982
N 0.302 -0.066 0.641 -0.305
O -0.052 -1.935 2.283 -0.385
O -1.893 -0.626 1.102 -0.389
O -1.481 1.817 1.244 -0.353
O -1.639 0.859 -0.942 -0.331
S -0.508 -1.352 1.052 0.392
S -1.103 0.728 0.377 0.407
Cl -2.143 -3.543 0.329 0.390
Cl 0.883 -3.395 0.072 0.415
Cl 2.461 2.871 -2.991 0.192
Cl 0.686 2.624 -0.529 0.287
H 2.675 1.771 -1.226 -0.148
```

## Properties
calculated total energy = -83525.447 eV
charge = -2
LUMO = 5.066 eV
2S+1 = 1
HOMO level = -0.714 eV
orbital gap = 5.780 eV

Computed, not measured: a molecular structure, C15H13BaN2O4 in a non-equilibrium geometry, with ωB97M-V/def2-TZVPD.

Structure (XYZ):
```
35
Properties=species:S:1:pos:R:3:lowdin_charge:R:1
Ba 2.814 -0.723 0.987 2.021
O -0.682 1.122 2.207 -0.014
C 0.439 0.616 1.467 -0.738
O 1.513 0.425 2.342 -0.547
C 0.914 1.680 0.443 -0.186
C 0.365 2.888 0.065 -0.011
C 1.037 3.620 -0.917 -0.055
C 2.223 3.166 -1.486 -0.012
C 2.720 1.952 -1.041 -0.188
N 2.061 1.265 -0.115 -0.090
C 4.033 1.299 -1.498 -0.642
O 4.694 1.892 -2.345 0.009
O 4.270 0.182 -0.892 -0.315
H -0.386 0.955 3.110 0.093
H -0.549 3.238 0.526 0.109
H 0.624 4.570 -1.237 0.098
H 2.768 3.720 -2.239 0.109
C 0.653 -3.108 -0.349 -0.107
C -0.739 -2.625 0.006 -0.228
C -1.813 -3.482 -0.160 -0.107
C -3.127 -3.044 -0.011 -0.145
C -3.312 -1.683 0.203 -0.104
C -2.266 -0.777 0.373 -0.197
C -2.614 0.696 0.329 -0.068
C -0.913 -1.262 0.433 -0.224
N 0.237 -0.605 0.707 -0.066
H 0.591 -4.080 -0.842 0.066
H 1.325 -3.233 0.507 0.028
H 1.137 -2.406 -1.038 0.063
H -1.613 -4.513 -0.446 0.092
H -3.966 -3.714 -0.139 0.074
H -4.322 -1.279 0.187 0.093
H -3.550 0.812 -0.223 0.065
H -1.847 1.257 -0.215 0.065
H -2.717 1.178 1.298 0.061
```

## Properties
calculated total energy = -27633.017 eV
charge = -1
ΔE to the lowest compared entry with this formula, charge and spin = 0.0 kJ/mol
LUMO = 2.038 eV
2S+1 = 1
HOMO level = -3.255 eV
orbital gap = 5.293 eV

Computed, not measured: a molecular structure, C25H47BCrF7N2O16 in a non-equilibrium geometry, with ωB97M-V/def2-TZVPD.

Structure (XYZ):
```
99
Properties=species:S:1:pos:R:3:mulliken_spin:R:1
Cr -1.720 -1.847 1.930 3.957
C -1.380 -5.044 -0.225 0.004
C -1.493 -5.025 1.298 0.012
O -2.130 -3.955 1.980 0.014
H -1.016 -4.119 -0.672 -0.001
H -2.367 -5.169 -0.671 0.001
H -0.839 -5.889 -0.650 0.000
H -0.421 -4.911 1.461 -0.004
H -1.878 -5.987 1.635 -0.001
B -0.794 0.014 0.345 -0.066
F -1.548 0.275 1.449 0.027
F -1.390 0.662 -0.754 -0.007
F 0.495 0.485 0.616 0.015
F -0.716 -1.317 0.152 0.004
C -1.987 -0.635 6.247 0.001
C -2.680 -0.492 4.908 0.011
C -2.537 0.968 4.403 -0.002
O -2.626 -1.343 3.832 0.072
H -0.931 -0.791 6.026 0.000
H -2.362 -1.398 6.929 0.000
H -2.247 0.262 6.808 -0.001
H -3.732 -0.387 5.173 0.004
H -1.604 1.262 3.921 0.001
H -2.835 1.789 5.055 0.000
H -3.305 1.154 3.653 0.001
C 4.835 1.156 0.325 0.000
C 4.062 0.306 -0.703 0.001
O 4.948 -0.646 -1.246 0.000
C 4.438 -1.709 -1.865 0.000
O 3.273 -1.877 -2.235 0.000
C 5.524 -2.642 -2.355 0.000
F 6.700 -2.560 -1.746 0.000
F 5.005 -3.900 -2.165 0.000
F 5.632 -2.455 -3.737 0.000
H 4.790 0.713 1.320 0.000
H 4.445 2.173 0.359 0.000
H 5.889 1.147 0.046 0.000
H 3.801 1.060 -1.445 0.000
H 3.180 -0.178 -0.284 0.000
C -3.698 -3.097 -1.550 -0.002
O -4.582 -2.055 -1.282 0.002
C -4.313 -1.335 -0.139 0.021
O -3.359 -1.528 0.628 -0.061
O -5.201 -0.357 -0.036 0.002
C -4.841 0.929 0.417 -0.001
H -3.592 -3.761 -0.692 0.001
H -2.775 -2.631 -1.894 0.000
H -3.935 -3.776 -2.368 0.000
H -5.746 1.512 0.249 0.000
H -4.089 1.429 -0.194 0.000
H -4.577 0.878 1.474 0.000
C 2.082 -3.233 0.993 0.000
O 2.401 -2.099 1.794 0.007
C 1.472 -1.474 2.584 0.008
O 0.308 -1.850 2.664 -0.029
O 2.080 -0.338 3.022 0.006
C 1.227 0.570 3.781 -0.006
H 1.560 -4.063 1.470 0.002
H 2.965 -3.846 0.809 0.000
H 1.529 -2.912 0.110 0.002
H 0.538 -0.063 4.339 0.001
H 0.646 1.131 3.049 0.002
H 1.766 1.182 4.504 -0.001
C 2.131 0.108 -4.832 0.000
O 2.036 0.965 -3.657 0.000
C 2.366 2.262 -3.706 0.000
O 2.864 2.837 -4.638 0.000
O 2.083 2.949 -2.555 0.000
C 1.421 2.342 -1.388 0.000
H 1.753 0.628 -5.712 0.000
H 1.736 -0.860 -4.522 0.000
H 3.202 0.045 -5.024 0.000
H 0.553 1.732 -1.636 0.000
H 1.127 3.131 -0.695 0.000
H 2.067 1.633 -0.870 0.000
C 0.938 6.792 -0.363 0.000
O 0.448 5.931 0.678 0.000
C -0.640 5.115 0.498 0.000
O -1.308 4.909 -0.585 0.000
O -1.005 4.719 1.668 0.000
C -2.068 3.878 1.869 -0.002
H 1.753 7.430 -0.021 0.000
H 0.283 7.573 -0.751 0.000
H 1.266 6.219 -1.231 0.000
H -2.120 3.122 1.086 0.001
H -2.977 4.461 2.017 0.000
H -1.782 3.391 2.801 0.000
C -1.307 3.181 -3.342 0.000
C -1.165 2.078 -4.311 0.000
N -0.980 1.248 -5.071 0.000
H -1.795 4.039 -3.803 0.000
H -0.340 3.462 -2.926 0.000
H -1.942 2.854 -2.518 0.000
C -0.003 -2.369 -2.991 0.003
C 0.464 -3.609 -3.673 0.000
N 0.785 -4.557 -4.199 0.000
H -0.442 -2.518 -2.004 -0.002
H -0.632 -1.737 -3.618 0.000
H 0.878 -1.749 -2.829 -0.001
```

## Properties
⟨S²⟩ = 6.01
calculated total energy = -110552.878 eV
charge = -1
LUMO (spin up / spin down) = 2.137 / 2.136 eV
2S+1 = 5
HOMO level (spin up / spin down) = -4.145 / -4.808 eV
orbital gap (spin up / spin down) = 6.282 / 6.944 eV

Computed, not measured: 3 unconnected molecules or ions with the total composition C4H13NO3 in a non-equilibrium geometry, with ωB97M-V/def2-TZVPD.

Structure (XYZ):
```
21
Properties=species:S:1:pos:R:3:lowdin_charge:R:1
C 0.835 1.186 -0.590 -0.072
C -1.950 -0.616 -0.462 -0.119
C -1.481 0.768 1.501 -0.120
N -0.957 0.013 0.383 -0.232
O -0.023 2.195 -0.879 -0.041
H -0.740 1.882 -1.448 0.095
H 1.164 0.672 -1.484 0.078
H 1.550 1.465 0.165 0.077
H -2.641 -1.272 0.086 0.078
H -0.649 1.091 2.129 0.085
H -2.560 0.154 -0.949 0.078
H -1.455 -1.197 -1.241 0.076
H -2.178 0.189 2.121 0.076
H -2.011 1.652 1.132 0.080
C 1.859 -0.911 0.249 -0.328
O 2.991 -0.359 -0.383 -0.092
O 1.511 -2.175 -0.325 -0.061
H 1.154 -2.000 -1.203 0.075
H 3.611 -1.030 -0.714 0.098
H 2.108 -1.139 1.293 0.107
H -0.137 -0.568 0.617 0.060
```

## Properties
calculated total energy = -11986.077 eV
charge = 0
ΔE to the lowest compared entry with this formula, charge and spin = 617.0 kJ/mol
LUMO (spin up / spin down) = 0.609 / 0.523 eV
2S+1 = 1
HOMO level (spin up / spin down) = -7.564 / -6.607 eV
orbital gap (spin up / spin down) = 8.173 / 7.130 eV

Computed, not measured: a molecular structure, C30H41BrN6O2PtSbSi3, with ωB97M-V/def2-TZVPD.

Structure (XYZ):
```
85
Properties=species:S:1:pos:R:3:mulliken_spin:R:1
Pt -0.750 -1.891 1.118 1.083
C -2.200 1.947 -0.310 0.147
Sb -0.533 0.613 0.104 0.004
C -1.562 -1.099 -0.811 0.293
C -2.918 -0.986 -0.256 -0.050
C -4.140 -0.919 -0.943 0.016
C -5.317 -0.935 -0.223 -0.001
C -5.289 -0.995 1.167 0.028
C -4.052 -1.031 1.785 -0.007
N -2.921 -1.017 1.095 0.130
Si -1.408 -2.203 -2.291 0.008
C -2.163 -3.863 -1.836 0.003
C 0.357 -2.498 -2.845 -0.002
C -2.395 -1.566 -3.802 0.020
C 1.073 1.808 -0.915 0.144
C 2.196 0.822 -1.063 -0.030
C 3.525 1.191 -1.289 -0.001
C 4.498 0.212 -1.343 0.000
C 4.127 -1.116 -1.176 0.001
C 2.787 -1.395 -0.980 -0.004
N 1.848 -0.452 -0.927 0.011
Si 0.616 2.494 -2.617 -0.013
C 2.163 2.990 -3.570 0.008
C -0.449 4.043 -2.526 0.004
C -0.284 1.215 -3.643 -0.010
Si 1.537 3.101 0.418 -0.007
C 2.452 2.235 1.804 0.008
C 2.595 4.525 -0.227 0.002
C 0.048 3.954 1.188 0.014
H -2.986 1.737 0.413 0.001
H -2.567 1.735 -1.314 -0.009
H -1.908 2.986 -0.222 -0.013
H -4.152 -0.868 -2.019 0.003
H -6.266 -0.906 -0.746 0.000
H -6.195 -1.025 1.753 0.002
H -3.949 -1.079 2.862 0.000
H -1.797 -4.179 -0.857 0.000
H -1.903 -4.629 -2.566 -0.001
H -3.250 -3.808 -1.781 0.001
H 0.826 -3.275 -2.244 0.000
H 0.975 -1.609 -2.783 0.000
H 0.335 -2.838 -3.883 0.000
H -3.351 -2.079 -3.895 0.001
H -1.841 -1.745 -4.725 0.001
H -2.596 -0.498 -3.750 -0.002
H 3.791 2.229 -1.423 0.000
H 5.534 0.483 -1.503 0.000
H 4.851 -1.916 -1.166 0.000
H 2.450 -2.406 -0.807 -0.002
H 2.741 3.753 -3.052 0.001
H 1.870 3.395 -4.539 0.001
H 2.816 2.138 -3.748 0.000
H -0.039 4.799 -1.860 0.000
H -1.473 3.840 -2.220 0.000
H -0.484 4.476 -3.527 0.000
H 0.415 0.590 -4.196 0.000
H -0.951 1.691 -4.362 0.000
H -0.883 0.559 -3.018 0.011
H 3.412 1.834 1.487 -0.001
H 1.866 1.404 2.199 -0.002
H 2.628 2.935 2.623 0.001
H 3.568 4.223 -0.603 0.000
H 2.769 5.214 0.600 -0.001
H 2.094 5.084 -1.015 0.000
H -0.586 3.272 1.753 -0.002
H -0.568 4.477 0.461 0.002
H 0.427 4.696 1.893 0.000
Br -1.575 0.477 4.298 0.002
C -0.074 -0.695 4.494 0.009
C 0.365 -1.019 5.767 -0.001
C 1.452 -1.874 5.848 0.002
C 2.051 -2.330 4.684 -0.005
C 1.503 -1.958 3.466 -0.007
N 0.443 -1.149 3.387 0.038
C 2.075 -2.514 2.165 0.014
O 3.285 -2.710 2.125 0.012
O 1.244 -2.763 1.240 0.059
H -0.140 -0.639 6.641 0.000
H 1.812 -2.202 6.814 0.000
H 2.900 -2.996 4.692 0.000
N -1.492 -3.715 2.109 0.043
C -1.373 -3.924 3.257 0.022
N -1.424 -4.166 4.504 0.012
C -0.450 -4.649 5.225 -0.001
N 0.334 -5.049 5.976 0.008
```

## Properties
⟨S²⟩ = 2.02
calculated total energy = -148273.954 eV
charge = -1
LUMO (spin up / spin down) = 2.323 / 1.942 eV
2S+1 = 3
HOMO level (spin up / spin down) = -3.899 / -5.163 eV
orbital gap (spin up / spin down) = 6.222 / 7.105 eV

Computed, not measured: a single C5H8O molecule in a non-equilibrium geometry, with ωB97M-V/def2-TZVPD.

Structure (XYZ):
```
14
Properties=species:S:1:pos:R:3:lowdin_charge:R:1
C 1.911 -0.393 -0.022 -0.080
C 0.793 0.110 -0.898 -0.125
C 0.923 0.624 0.521 -0.064
C -0.332 -0.195 0.067 -0.421
C -1.727 0.494 -0.101 -0.009
O -0.558 -1.540 0.519 -0.029
H 1.780 -1.441 0.266 0.096
H 2.862 0.006 -0.440 0.114
H 0.875 0.508 -1.894 0.127
H 1.006 1.535 0.930 0.079
H -2.315 -0.055 -0.774 0.054
H -1.849 1.473 -0.402 0.045
H -2.382 0.394 0.822 0.097
H -0.986 -1.518 1.406 0.114
```

## Properties
SMILES = C[C@@]1(O)[C@@H]2C[C@@H]21
calculated total energy = -7359.211 eV
charge = 0
ΔE to the lowest compared entry with this formula, charge and spin = 293.7 kJ/mol
LUMO = 1.043 eV
2S+1 = 1
HOMO level = -9.650 eV
orbital gap = 10.694 eV